{"formula": "C4H8N4O", "method": "ωB97M-V/def2-TZVPD", "elements": ["O", "N", "N", "N", "N", "C", "C", "C", "C", "H", "H", "H", "H", "H", "H", "H", "H"], "positions_angstrom": [[1.684, 2.255, -0.004], [-1.108, 1.083, -0.216], [-0.073, -0.964, 0.527], [1.809, -0.022, -0.355], [1.662, -2.337, -0.084], [1.118, -1.102, 0.036], [-0.178, 0.485, 0.719], [-2.516, 0.680, -0.256], [1.271, 1.125, 0.112], [-3.139, 1.524, -0.608], [-0.337, 0.643, 1.849], [2.307, -2.604, -0.871], [-3.055, 0.661, 0.809], [-0.761, 1.943, -0.458], [-2.576, -0.251, -0.927], [2.841, -0.042, -0.616], [1.051, -3.078, 0.343]], "spin_multiplicity": 1, "homo_energy_ha": -0.3150, "total_energy_ev": -12284.6729, "smiles": "CN[C@H]1N=C(N)NC1=O", "lumo_ev": 0.6444, "gap_ev": 9.22}